17
Properties=species:S:1:pos:R:3 method="wB97M-V/def2-TZVPD" homo_lumo_gap_ev=10.7392 total_charge=+2 de_lowest_kcal_mol=14.5 homo_ev=-19.93 smiles="C=NC(=[NH2+])[NH+]=C(N)N" e_tot_ha=-392.826920 fmax_ev_per_a=4.90
C 1.162 0.394 2.383
N 0.761 0.711 1.228
C 0.950 -0.243 0.108
N 2.081 -0.887 -0.055
N -0.025 -0.460 -0.798
C -1.239 0.217 -0.971
N -2.046 -0.229 -1.873
N -1.566 1.141 -0.090
H 1.072 1.331 2.971
H 1.603 -0.443 2.761
H 2.984 -0.674 0.342
H 2.209 -1.138 -1.033
H 0.379 -0.876 -1.618
H -2.953 0.150 -1.622
H -2.176 -1.059 -2.407
H -2.218 1.895 -0.054
H -0.672 1.518 0.305